The following is a quantum chemistry calculation of a molecular structure, C41H60BN3O4Sb2W at a distorted geometry, from the Open Molecules 2025 dataset.

Each line ends with the Löwdin charge.
Positions of all 112 atoms, in Å:
W: 0.180 0.044 1.452  1.49
C: 2.770 2.556 -0.838  0.01
C: 2.560 3.060 0.551  -0.32
C: 3.151 4.246 0.985  0.00
C: 2.925 4.687 2.276  -0.03
C: 2.134 3.923 3.127  -0.09
C: 1.606 2.746 2.624  -0.46
N: 1.800 2.332 1.373  0.01
Sb: 0.834 1.114 3.901  1.48
C: -0.135 -1.648 2.801  -0.34
C: 0.112 -2.356 3.997  -0.01
C: 1.093 -3.371 4.020  -0.01
C: 1.982 -3.473 2.995  0.06
C: 1.873 -2.611 1.790  -0.37
C: 2.117 -3.433 0.514  0.01
N: 0.570 -1.967 1.701  -0.12
C: -1.310 1.333 4.283  -0.50
C: -1.777 1.951 5.428  -0.10
C: -3.143 1.929 5.675  -0.03
C: -3.963 1.334 4.737  0.00
C: -3.410 0.745 3.599  -0.32
C: -4.336 0.168 2.579  -0.04
N: -2.086 0.705 3.392  0.03
H: 2.808 3.376 -1.547  0.10
H: 1.971 1.873 -1.111  0.05
H: 3.709 2.007 -0.910  0.10
H: 3.769 4.810 0.306  0.13
H: 3.380 5.599 2.634  0.12
H: 1.921 4.229 4.142  0.11
H: -0.498 -2.176 4.872  0.12
H: 1.170 -4.029 4.874  0.13
H: 2.798 -4.174 3.036  0.15
H: 3.098 -3.899 0.536  0.10
H: 2.035 -2.805 -0.373  0.08
H: 1.362 -4.216 0.456  0.09
H: -1.089 2.437 6.101  0.10
H: -3.558 2.382 6.562  0.12
H: -5.035 1.334 4.857  0.12
H: -5.286 0.696 2.618  0.10
H: -4.530 -0.883 2.795  0.06
H: -3.926 0.235 1.571  0.01
C: -4.214 -0.850 -1.903  -0.17
C: -4.135 -1.858 -0.776  -0.36
Sb: -2.240 -1.720 0.328  1.57
C: -2.507 -3.468 1.634  -0.39
C: -3.224 -3.205 2.947  -0.18
C: -1.117 -2.808 -1.220  -0.37
C: -1.317 -4.314 -1.258  -0.16
H: -5.133 -0.998 -2.464  0.08
H: -3.378 -0.958 -2.593  0.06
H: -4.218 0.162 -1.505  0.06
H: -4.183 -2.879 -1.149  0.06
H: -4.955 -1.711 -0.078  0.05
H: -1.499 -3.844 1.829  0.04
H: -3.055 -4.206 1.052  0.06
H: -2.799 -2.355 3.483  0.04
H: -3.145 -4.082 3.589  0.08
H: -4.285 -3.033 2.769  0.07
H: -0.065 -2.569 -1.050  0.02
H: -1.418 -2.373 -2.176  0.06
H: -1.003 -4.786 -0.329  0.05
H: -0.725 -4.739 -2.069  0.08
H: -2.361 -4.558 -1.445  0.07
C: -1.682 3.617 2.000  0.00
C: -1.426 2.744 0.764  -0.57
C: -0.550 3.525 -0.227  0.01
C: -2.738 2.395 0.053  0.00
O: -0.776 1.528 1.157  -0.39
H: -1.983 4.611 1.682  0.11
H: -0.773 3.710 2.601  0.07
H: -2.468 3.195 2.618  0.08
H: -1.152 4.296 -0.699  0.10
H: -0.175 2.864 -1.005  0.09
H: 0.281 4.017 0.271  0.08
H: -3.195 3.300 -0.335  0.10
H: -3.437 1.929 0.739  0.06
H: -2.526 1.723 -0.777  0.07
C: 1.557 1.299 -7.484  -0.05
C: 2.155 0.397 -6.404  -0.56
C: 3.573 0.893 -6.086  -0.05
C: 2.219 -1.040 -6.942  -0.03
C: 1.314 0.366 -5.141  -0.16
C: -0.024 0.765 -5.117  0.00
C: -0.811 0.722 -3.975  0.03
C: -0.201 0.274 -2.823  -0.20
O: -0.675 0.186 -1.526  0.02
B: 0.411 -0.200 -0.721  -0.67
O: 1.506 -0.412 -1.529  0.12
C: 1.138 -0.110 -2.825  -0.17
C: 1.907 -0.093 -3.964  0.07
H: 2.241 1.348 -8.325  0.09
H: 1.405 2.309 -7.111  0.09
H: 0.615 0.902 -7.850  0.08
H: 4.119 1.054 -7.011  0.09
H: 4.135 0.172 -5.501  0.07
H: 3.537 1.835 -5.545  0.09
H: 2.847 -1.071 -7.829  0.09
H: 1.222 -1.381 -7.210  0.09
H: 2.628 -1.721 -6.200  0.08
H: -0.469 1.150 -6.019  0.11
H: -1.840 1.046 -3.976  0.12
H: 2.935 -0.406 -3.925  0.13
C: 4.013 -1.352 0.836  0.01
C: 2.891 -1.299 1.874  -0.48
C: 3.529 -1.173 3.268  -0.02
O: 2.086 -0.172 1.617  -0.37
H: 4.622 -2.241 0.962  0.10
H: 4.638 -0.477 0.999  0.10
H: 3.620 -1.297 -0.177  0.08
H: 4.285 -1.940 3.403  0.11
H: 2.802 -1.247 4.080  0.05
H: 4.004 -0.190 3.335  0.10

Computed properties:
**LUMO energy (spin up / spin down)**: -8.533 / -8.518 eV
**Charge**: +2

The following is a quantum chemistry calculation of a molecular structure, C6H8BeLiO6 at a distorted geometry, from the Open Molecules 2025 dataset.

Each line ends with the natural charge from an NBO analysis.
Positions of all 22 atoms, in Å:
Li: -0.022 -3.231 -0.210  0.13
O: -0.516 -1.559 0.540  -1.07
O: 1.384 -1.567 -0.639  -0.59
C: 1.780 -1.080 -1.909  -0.10
C: 0.454 -0.656 -2.541  -0.10
O: -0.391 -0.415 -1.428  -0.63
C: 0.265 -0.787 -0.195  0.90
H: 2.469 -0.231 -1.788  0.18
H: 2.277 -1.891 -2.453  0.20
H: 0.019 -1.464 -3.150  0.21
H: 0.546 0.257 -3.142  0.19
Be: -1.844 -1.342 -0.523  0.85
O: -2.962 0.188 -0.017  -0.95
O: 0.657 0.361 0.440  -0.55
C: 0.157 0.446 1.843  -0.08
C: -1.330 0.709 2.037  -0.14
O: -1.848 1.708 1.156  -0.59
C: -2.704 1.409 0.118  0.40
H: 0.677 1.303 2.297  0.18
H: 0.659 -0.361 2.396  0.19
H: -1.466 1.086 3.062  0.17
H: -1.910 -0.212 1.945  0.21

Computed properties:
**LUMO energy (spin up / spin down)**: 2.401 / 2.403 eV
**Charge**: -1

The following is a quantum chemistry calculation of 4 unconnected molecules or ions with the total composition C2H10O3, from the Open Molecules 2025 dataset.

Each line ends with the natural charge from an NBO analysis.
Positions of all 15 atoms, in Å:
C: 4.018 4.581 2.315  -0.38
C: 4.252 3.311 2.616  -0.39
H: 3.747 4.839 1.302  0.19
H: 4.036 5.389 3.037  0.19
H: 4.174 2.599 1.803  0.19
H: 4.541 2.959 3.593  0.20
O: -1.789 -1.182 0.019  -0.93
H: -2.398 -1.547 -0.632  0.47
H: -1.586 -1.935 0.590  0.46
O: -5.907 -0.770 -2.025  -0.94
H: -6.397 -1.481 -1.584  0.47
H: -6.186 -0.832 -2.944  0.47
O: 1.202 -4.312 -1.902  -0.94
H: 1.565 -3.565 -2.394  0.47
H: 0.678 -3.923 -1.196  0.47

Computed properties:
**Energy relative to the best compared isomer or geometry (same formula, charge and spin)**: 1.055 eV
**LUMO energy**: 0.567 eV
**Charge**: 0

The following is a quantum chemistry calculation of a molecular structure, C24H22BrFN4O4S4Ti at a distorted geometry, from the Open Molecules 2025 dataset.

Each line ends with the Löwdin spin population.
Positions of all 61 atoms, in Å:
Ti: 3.190 -2.019 0.884  0.95
C: -0.344 4.482 -1.100  0.00
C: -0.179 3.936 0.308  0.00
N: 0.242 2.543 0.334  0.06
C: 1.542 2.249 0.689  0.12
C: 2.009 0.988 0.664  0.01
C: 3.371 0.676 1.225  0.00
O: 4.353 1.333 0.940  0.00
O: 3.330 -0.378 2.007  0.03
C: 1.165 -0.063 0.203  0.18
O: 1.645 -1.291 0.056  0.07
C: -0.180 0.190 -0.051  0.03
C: -1.086 -0.843 -0.390  0.16
C: -2.415 -0.543 -0.564  0.02
F: -3.268 -1.571 -0.826  -0.01
C: -2.920 0.739 -0.471  0.16
C: -2.015 1.793 -0.173  0.07
C: -0.675 1.535 0.041  0.02
N: -4.302 1.094 -0.637  0.03
C: -4.982 1.564 0.566  0.01
C: -5.953 2.675 0.142  0.00
N: -6.226 2.465 -1.332  0.00
C: -6.512 1.013 -1.613  0.00
C: -5.197 0.233 -1.391  0.00
H: -0.648 5.531 -1.072  0.00
H: -1.084 3.919 -1.670  0.00
H: 0.605 4.418 -1.636  0.00
H: -1.095 4.039 0.895  0.00
H: 0.584 4.505 0.837  0.00
H: 2.152 3.081 1.011  0.01
H: -0.735 -1.862 -0.475  0.01
H: -2.395 2.807 -0.158  0.01
H: -4.260 1.955 1.277  0.00
H: -5.526 0.747 1.060  0.00
H: -5.523 3.671 0.224  0.00
H: -6.913 2.646 0.653  0.00
H: -5.345 2.685 -1.805  0.00
H: -6.962 3.077 -1.674  0.00
H: -6.883 0.940 -2.632  0.00
H: -7.305 0.728 -0.925  0.00
H: -4.737 -0.019 -2.343  0.00
H: -5.443 -0.699 -0.876  0.00
O: -0.044 -8.002 1.565  0.00
C: 0.661 -7.027 1.461  0.00
S: 1.404 -6.497 -0.052  0.00
C: 2.171 -5.058 0.578  0.01
C: 1.984 -4.794 1.876  0.01
S: 2.642 -3.405 2.741  0.00
S: 0.996 -5.911 2.788  0.00
S: 3.148 -4.080 -0.510  0.00
Br: 8.728 -2.447 2.197  0.00
C: 7.447 -2.087 0.874  0.00
C: 7.805 -1.810 -0.427  0.01
C: 6.822 -1.533 -1.358  0.00
C: 5.502 -1.553 -0.943  0.01
N: 5.170 -1.858 0.304  0.00
C: 6.100 -2.109 1.213  0.01
H: 8.852 -1.811 -0.705  0.00
H: 7.061 -1.303 -2.386  0.00
H: 4.695 -1.349 -1.634  0.00
H: 5.775 -2.333 2.220  0.00

Computed properties:
**Energy relative to the best compared isomer or geometry (same formula, charge and spin)**: 0.359 eV
**LUMO energy (spin up / spin down)**: -1.431 / -1.441 eV
**Spin multiplicity**: 3
**Charge**: 0